# C27H18BrCsN4O5

A structure of composition C27H18BrCsN4O5 (the ωB97M-V functional and the def2-TZVPD basis, the OMol25 dataset).

LUMO energy (eV): 3.702

ORCA input file:
```
! wB97M-V def2-TZVPD RIJCOSX def2/J DEFGRID3
* xyz -2 1
Br -2.7932 7.6179 0.8914
C -5.1668 -2.1061 0.4129
C 2.6907 1.8078 -1.2877
C -2.0136 5.9293 1.1925
C -3.0487 2.3851 1.0553
O 3.6774 -6.7461 -1.5391
H 2.7522 0.1287 -2.7020
C 3.0851 3.0626 -0.9127
C 2.8350 -4.6028 -0.9407
N -1.5945 -1.4773 1.0129
O -0.4620 2.4428 2.5314
H -3.9068 4.9258 0.9631
C -2.8304 4.7882 1.1622
C -2.2733 3.5260 1.3822
C -1.1242 -2.7162 1.1663
H -1.4983 -4.8515 1.0321
C -0.6498 5.8932 1.5104
H 4.2967 1.3646 -4.1938
H 4.3357 4.7020 -1.5034
H -5.8172 -2.9789 0.2353
C -3.7767 -2.3271 0.6007
H -6.7833 -0.7402 0.4857
H 0.9228 4.5789 2.1625
O 2.9971 -1.8110 1.5870
H 4.8725 -4.6317 0.4178
N 1.2075 -3.2509 -1.7043
C -0.1150 4.6831 1.8724
C 3.0718 1.1286 -2.4331
C 3.5163 -2.7796 0.9846
C 3.8088 -5.7161 -0.8936
H -3.9049 -4.5208 0.4920
C -3.2533 -3.6372 0.6413
C -2.8981 -1.2133 0.8132
H -4.0843 2.6134 0.7317
O 4.8439 -5.5413 -0.0976
Cs 1.0085 0.3294 0.6441
C -5.6895 -0.8349 0.5548
H 0.4232 -2.8255 -2.2023
C 1.7922 -4.5002 -1.8449
O 4.6250 -3.3384 1.1889
C 3.9759 3.7134 -1.7576
C -1.9176 -3.8546 0.9689
H -0.0875 -2.8064 1.4809
C 2.7641 -3.2971 -0.1740
C 4.4030 3.0819 -2.9095
H -0.1441 6.8593 1.5301
C 3.9226 1.8233 -3.2858
H 2.7567 3.5195 0.0459
H -5.3448 1.2439 0.8987
C -0.9105 3.4710 1.9536
N -2.5728 1.1653 1.0284
H 5.0947 3.6244 -3.5021
C -3.4419 0.1629 0.8534
C -4.8528 0.2680 0.7299
H 1.4800 -5.1851 -2.6183
N 1.7962 -2.5500 -0.7122
*
```

# C27H18BrI2O5S4Zr

A structure of composition C27H18BrI2O5S4Zr (the ωB97M-V functional and the def2-TZVPD basis, the OMol25 dataset).

LUMO energy (eV): 1.817

ORCA input file:
```
! wB97M-V def2-TZVPD RIJCOSX def2/J DEFGRID3
* xyz -1 1
H 2.8496 -3.3210 -5.8509
H -2.3302 -5.6058 -2.9163
C 0.7215 3.9417 2.0640
C 0.8318 -0.6310 -5.4965
H -4.2492 -1.8888 -2.0384
C -0.4525 -0.3858 5.3843
H -3.1529 1.5045 4.6190
H 2.5333 1.8547 4.0299
C -0.0619 3.9869 4.3078
C -3.4238 -3.8048 -2.5173
O 2.2926 2.6520 0.1465
C 1.6731 -1.5500 -6.1005
Zr 1.4588 0.8122 -0.3672
H -0.1340 -4.5689 -2.4622
C -1.0412 -3.9924 -2.3740
S 2.0826 1.5894 -2.7798
C 2.1936 -2.6094 -5.3743
O 0.7451 -0.8289 1.1976
C -0.9698 -2.6584 -2.0068
C -3.3480 -2.4766 -2.1356
H 0.6404 4.2321 1.0257
C 1.6679 2.9867 2.4286
C -0.5120 0.1153 3.0265
O 0.2758 -0.4941 -1.3553
C 0.5287 2.3326 -2.9264
C 0.1000 -0.4918 4.1158
H -0.1687 -0.0905 -3.6753
S -0.3684 2.4448 -1.4588
I 3.5559 -1.1087 -0.9443
C 1.9038 -2.7425 -4.0266
I -1.5053 4.6137 5.7122
C -2.2720 -4.5658 -2.6338
H 0.4487 0.2207 -6.0364
Br 1.7261 -1.4203 3.8795
C 0.5028 -0.7835 -4.1613
C -2.1172 -1.9018 -1.8660
S 0.6565 -1.9192 -1.6729
S -0.0882 2.8539 -4.3690
O 2.6217 1.0142 1.5321
C 1.0513 -1.8260 -3.4378
C 0.1066 0.1299 1.6754
H -2.0372 -0.8707 -1.5525
H 1.9288 -1.4370 -7.1430
C -1.6240 0.3281 5.5616
C 0.9190 3.0954 4.7066
O -0.0357 1.2053 1.0285
H 0.9793 2.7723 5.7366
H 2.3454 -3.5258 -3.4303
C -0.1562 4.4419 3.0059
H -2.0513 0.4120 6.5496
H -2.1299 1.3367 2.3686
H 0.0396 -0.8534 6.2225
H -4.3844 -4.2526 -2.7250
C 1.7825 2.5820 3.7566
C 2.2985 2.2108 1.3310
C -2.2397 0.9461 4.4814
H -0.9264 5.1419 2.7185
C -1.6813 0.8474 3.2223
*
```

# C27H19BrF3N8O7S2Ta

A structure of composition C27H19BrF3N8O7S2Ta (the ωB97M-V functional and the def2-TZVPD basis, the OMol25 dataset).

LUMO energy (eV): -0.947

ORCA input file:
```
! wB97M-V def2-TZVPD RIJCOSX def2/J DEFGRID3
* xyz 0 1
C -0.4514 -3.6550 -0.6541
C -1.1236 -4.3145 0.4287
N 3.5700 3.3418 -4.9242
C 0.6578 3.6959 -4.1145
H -6.1460 -0.3429 -2.8817
S -1.3275 -0.6110 -2.2499
H 1.3503 2.7608 2.8772
N -0.6623 -4.8574 -2.9269
H 1.7126 8.3908 -3.3194
C 0.7446 1.9275 2.5090
F -1.4475 -2.9476 3.3216
N 0.1606 -2.5254 -0.6192
H 2.3189 6.8405 -5.1600
H 3.5997 -0.2155 -2.1136
O 0.1930 -1.8492 0.5251
H 1.7863 0.9430 4.6794
C 2.9091 2.5666 -3.9542
N 3.5911 4.5811 -4.9461
Ta -0.2488 0.0993 0.1204
H -6.4373 0.8852 -0.7146
C 2.2321 7.4661 -3.1098
N -3.1234 0.6024 -0.7624
C 3.5868 5.1083 -2.5416
C 3.2137 5.3973 -3.8564
C 3.0465 0.6420 -2.4735
O -2.4349 -1.5924 0.7292
O 1.7445 -0.0961 1.7072
C 2.5703 6.6012 -4.1345
C -5.4573 0.6173 -1.0776
C -4.3547 0.9618 -0.3510
N -0.1663 2.1927 -1.9281
H -1.3007 4.5352 -4.0277
F -3.5011 -2.3843 3.7032
H 3.5722 5.7608 -0.5024
C 3.2757 5.9838 -1.5181
C 1.0549 1.9973 -2.4707
C 1.5639 2.7920 -3.5188
C -5.2872 -0.0884 -2.2758
H 2.4595 -0.5178 4.0352
S -2.3198 -0.8202 1.9437
O -2.0719 0.9568 -0.0089
H -1.9056 3.2526 -1.9562
H -0.5196 2.7946 1.0157
C -2.9077 -0.1351 -1.8800
N -1.6795 -4.8960 1.2474
H -0.1352 1.8382 3.1488
C -0.5322 -4.3108 -1.9253
O -0.9734 -0.2029 2.0701
C 1.5343 0.6540 2.6642
C -2.2857 -1.9327 3.4299
C -0.9443 3.1087 -2.4399
F -1.8755 -1.1621 4.4567
C -0.5904 3.8556 -3.5777
H 4.5794 1.2769 -3.8423
C 1.8071 0.9054 -1.9452
H 4.1472 4.2061 -2.3345
H 1.1511 2.5603 0.4950
C 0.3261 2.1058 1.0479
H 0.9388 4.2370 -5.0061
N 2.0221 0.3759 3.8857
Br 2.1066 8.3221 -0.3950
C 2.5777 7.1453 -1.8068
C -4.0261 -0.4499 -2.6708
C 3.5799 1.4636 -3.4711
H -3.8362 -1.0009 -3.5801
O -3.4090 0.0461 2.2729
H -4.3952 1.4999 0.5803
O 1.2345 0.1995 -0.9823
*
```

# C27H19BrN6O3Os

A structure of composition C27H19BrN6O3Os (the ωB97M-V functional and the def2-TZVPD basis, the OMol25 dataset).

LUMO energy (eV): -7.564

ORCA input file:
```
! wB97M-V def2-TZVPD RIJCOSX def2/J DEFGRID3
* xyz 2 1
H -3.5804 3.1352 1.3537
Br 0.8872 -0.9841 -4.3567
H -1.6094 3.3408 -3.5511
H -1.2788 -2.6457 3.5683
C -1.9075 -1.5369 1.0486
C 3.3900 2.8912 0.2462
H 3.9972 3.5889 -0.3164
O -0.1052 0.2138 -1.8204
H -1.0669 -3.3338 5.3937
C -0.6237 2.1447 -6.5469
C -2.7555 -2.6293 1.1142
C 0.0958 -3.5511 7.1517
C 1.3471 -0.5011 3.5106
H -1.6757 3.9218 -5.9500
N 0.0301 -0.3295 1.5721
H 1.7310 2.8810 -1.1570
H -0.5919 -4.2612 7.5951
C -3.3199 2.2293 0.8082
C 1.8937 1.1339 1.6205
C 1.8539 -1.7807 6.1048
C 3.1294 1.5613 2.0683
O -1.0708 2.1014 -1.5763
H 2.8926 -2.1285 7.9505
H -0.6424 2.3889 -7.6009
C -3.6814 -2.0899 -0.8809
C 0.0271 0.6320 -4.7951
H 0.4318 0.3039 -6.8641
C -0.5760 1.2759 -2.4149
N -3.6435 -2.8993 0.1632
C -0.8117 -1.2760 2.0050
C -1.8908 1.9194 0.9780
N 1.3984 1.6437 0.4595
C 2.1407 2.4961 -0.2328
H -4.3847 -2.3171 -1.6721
C 0.7312 -2.1050 5.3453
C 0.4933 -1.4971 4.0144
C -1.1666 2.6829 -4.2859
C -2.8546 -0.9736 -0.9785
H 2.1964 -0.1723 4.0872
H 3.5551 1.1859 2.9901
H -2.7097 -3.3211 1.9461
C 2.0238 -2.3693 7.3495
N 3.8676 2.4373 1.3897
C -0.5543 1.4961 -3.8487
C 1.0931 0.0733 2.2859
H -2.8984 -0.3057 -1.8281
C -1.2028 3.0066 -5.6232
C -0.5985 -1.8825 3.2258
C -0.1643 -3.0196 5.8973
H -3.8866 1.3869 1.2140
Os -0.5301 0.8235 0.0421
H 2.6129 -1.0910 5.7653
C -0.0153 0.9686 -6.1387
N -1.9913 -0.6858 -0.0114
O -1.0450 2.1884 1.7879
H -3.5439 2.3271 -0.2524
N 1.1659 -3.2371 7.8721
*
```

ΔE to the lowest compared entry with this formula, charge and spin values (in kJ/mol) by entry order: 14.23 99.55 0.00 0.00.
DFT total energy values (in Eh) by entry order: -4229.10973 -6225.41863 -5732.03750 -4258.75213.
Frontier orbital gap values (in eV) by entry order: 4.04 6.14 7.30 6.59.